# 1
Here is 2 unconnected molecules or ions with the total composition C4H5NO at a distorted geometry from OMol25. Energies are from ωB97M-V/def2-TZVPD.

```
11
Properties=species:S:1:pos:R:3:nbo_charge:R:1
C 0.91 -1.31 -1.81 -0.694
C 0.50 -0.63 -0.60 0.050
C 0.29 -0.16 0.48 -0.350
C -1.28 1.51 1.19 0.900
O -1.81 1.77 0.19 -0.467
N -0.78 1.31 2.30 -0.842
H 0.40 -0.91 -2.68 0.237
H 0.69 -2.37 -1.70 0.238
H 1.99 -1.18 -1.92 0.239
H -1.20 1.88 3.02 0.413
H 0.28 0.10 1.52 0.275
```

Its SMILES is N=C=O.C#CC. For the orbital gap, the calculation gives 10.65 eV. The spin multiplicity is 1. For the energy relative to the best compared isomer or geometry (same formula, charge and spin), the calculation gives 61.0 kcal per mole. The LUMO energy comes out at 0.8170 eV.

# 2
Here is C4H5NO in the gas phase from OMol25. Energies are from ωB97M-V/def2-TZVPD.

```
11
Properties=species:S:1:pos:R:3:nbo_charge:R:1
C -1.74 -0.04 0.08 -0.642
C -0.25 -0.20 0.00 0.152
N 0.27 -1.33 0.41 -0.133
O 1.64 -1.17 0.41 -0.279
C 1.92 0.06 -0.01 0.144
C 0.79 0.73 -0.33 -0.380
H -2.19 -1.01 0.35 0.239
H -2.01 0.66 0.88 0.228
H -2.19 0.31 -0.85 0.223
H 2.95 0.37 -0.01 0.210
H 0.81 1.62 -0.93 0.237
```

Its SMILES is Cc1ccon1. For the orbital gap, the calculation gives 10.97 eV. The spin multiplicity is 1. For the energy relative to the best compared isomer or geometry (same formula, charge and spin), the calculation gives 34.2 kcal per mole. The LUMO energy comes out at 1.0545 eV.

# 3
Here is C4H5NO in the gas phase at a distorted geometry from OMol25. Energies are from ωB97M-V/def2-TZVPD.

```
11
Properties=species:S:1:pos:R:3:nbo_charge:R:1
O -1.87 -1.11 -1.36 -0.607
C -1.01 -0.59 -0.67 0.630
N -0.19 0.47 -1.07 -0.616
C 0.78 0.80 -0.08 -0.244
C 0.35 0.01 1.09 -0.147
C -0.57 -0.89 0.71 -0.350
H -0.39 0.98 -1.92 0.419
H 1.14 1.83 -0.10 0.231
H 1.75 0.13 0.15 0.223
H 0.98 0.10 1.97 0.226
H -0.97 -1.73 1.27 0.236
```

Its SMILES is O=C1C=CCN1. For the orbital gap, the calculation gives 10.01 eV. The spin multiplicity is 1. For the energy relative to the best compared isomer or geometry (same formula, charge and spin), the calculation gives 24.7 kcal per mole. The LUMO energy comes out at 0.7489 eV.

# 4
Here is a molecular structure, C4H5NO2 at a distorted geometry from OMol25. Energies are from ωB97M-V/def2-TZVPD.

```
12
Properties=species:S:1:pos:R:3:nbo_charge:R:1
C -0.20 0.15 1.70 -0.647
C -0.48 -0.20 0.29 0.106
C 0.26 -0.76 -0.70 0.381
O 1.37 -1.50 -0.57 -0.655
N -0.01 -0.18 -1.95 -0.513
C -0.68 0.84 -1.52 0.408
O -1.35 0.69 -0.37 -0.450
H 0.03 1.23 1.82 0.215
H -1.05 -0.08 2.35 0.223
H 0.68 -0.41 2.03 0.236
H 1.73 -1.63 -1.45 0.498
H -0.30 1.86 -1.63 0.199
```

For the orbital gap (spin up / spin down), the calculation gives 8.52 / 8.52 eV. The spin multiplicity is 1. For the energy relative to the best compared isomer or geometry (same formula, charge and spin), the calculation gives 69.8 kcal per mole. The LUMO energy (spin up / spin down) comes out at 0.4535 / 0.4543 eV.

# 5
Here is 2 unconnected molecules or ions with the total composition C4H5NO2 at a distorted geometry from OMol25. Energies are from ωB97M-V/def2-TZVPD.

```
12
Properties=species:S:1:pos:R:3:nbo_charge:R:1
C -0.80 0.60 1.21 -0.415
C -0.64 0.04 -2.04 0.981
N -0.07 0.51 -0.06 -0.606
O 0.49 -0.51 -2.22 -0.597
C 1.02 -0.64 -0.20 0.173
C 1.76 -1.27 0.56 -0.304
O -1.66 0.08 -2.62 -0.504
H 0.42 1.39 -0.21 0.397
H -1.49 1.44 1.21 0.216
H -0.13 0.82 2.04 0.200
H -1.25 -0.35 1.47 0.220
H 2.35 -2.10 0.86 0.237
```

Its SMILES is C#CNC.O=C=O. For the orbital gap, the calculation gives 9.75 eV. The spin multiplicity is 1. For the energy relative to the best compared isomer or geometry (same formula, charge and spin), the calculation gives 116.7 kcal per mole. The LUMO energy comes out at 0.3204 eV.

# 6
Here is C4H5NO2 in the gas phase at a distorted geometry from OMol25. Energies are from ωB97M-V/def2-TZVPD.

```
12
Properties=species:S:1:pos:R:3:nbo_charge:R:1
C 0.83 -0.34 0.42 0.874
C -1.23 -0.82 -0.49 -0.088
C -0.82 0.60 -0.98 -0.111
C -0.61 1.56 0.12 -0.240
H -2.16 -0.91 0.07 0.194
H -1.40 -1.54 -1.35 0.192
H -0.98 0.96 -2.04 0.233
H -0.57 2.61 -0.27 0.216
H -0.84 1.39 1.12 0.211
N 0.51 0.75 -0.39 -0.456
O 1.83 -0.46 1.02 -0.531
O -0.17 -1.26 0.33 -0.496
```

Its SMILES is O=C1OC[C@H]2CN12. For the orbital gap, the calculation gives 10.97 eV. The spin multiplicity is 1. For the energy relative to the best compared isomer or geometry (same formula, charge and spin), the calculation gives 37.4 kcal per mole. The LUMO energy comes out at 0.8230 eV.

# 7
Here is C4H5NO2 in the gas phase at a distorted geometry from OMol25. Energies are from ωB97M-V/def2-TZVPD.

```
12
Properties=species:S:1:pos:R:3:nbo_charge:R:1
C -0.32 -0.76 0.24 -0.298
C -1.13 0.14 0.82 0.151
C 0.19 1.91 0.17 0.254
C 0.60 -0.34 -0.78 -0.294
N 1.09 1.17 -0.42 0.115
O 2.28 1.40 -0.68 -0.525
O -1.03 1.52 0.54 -0.459
H -0.25 -1.63 0.73 0.221
H -1.78 -0.09 1.58 0.191
H 0.30 2.93 0.20 0.188
H 1.56 -0.86 -0.68 0.232
H 0.38 -0.25 -1.81 0.225
```

Its SMILES is [O-][N+]1=COC=CC1. For the orbital gap (spin up / spin down), the calculation gives 9.10 / 9.10 eV. The spin multiplicity is 1. For the energy relative to the best compared isomer or geometry (same formula, charge and spin), the calculation gives 101.5 kcal per mole. The LUMO energy (spin up / spin down) comes out at 0.8380 / 0.8380 eV.

# 8
Here is C4H5NO2 in the gas phase at a distorted geometry from OMol25. Energies are from ωB97M-V/def2-TZVPD.

```
12
Properties=species:S:1:pos:R:3:nbo_charge:R:1
O -2.46 0.68 0.64 -0.492
C -1.82 -0.11 0.00 0.432
C -0.37 0.11 -0.46 -0.060
C 0.52 0.88 0.51 -0.266
N 1.79 0.15 0.32 -0.456
C 1.48 -0.97 -0.19 0.372
O 0.18 -1.22 -0.49 -0.496
H -2.19 -1.15 -0.14 0.131
H 0.00 0.56 -1.40 0.214
H 0.58 1.91 0.16 0.215
H 0.21 0.90 1.56 0.212
H 2.14 -1.78 -0.47 0.193
```

Its SMILES is O=C[C@H]1CN=CO1. For the orbital gap, the calculation gives 10.76 eV. The spin multiplicity is 1. For the energy relative to the best compared isomer or geometry (same formula, charge and spin), the calculation gives 40.0 kcal per mole. The LUMO energy comes out at 0.5869 eV.